Record 1
DFT (ωB97M-V/def2-TZVPD) results for a molecular structure, C16H19N3O4S.

Positions of all 43 atoms, in Å:
C 3.90488 1.07646 -0.49547
O 7.39995 -0.79174 0.06364
H -3.49997 -3.17562 -0.99349
C -5.19257 1.10615 -0.06969
H -6.00746 1.86022 -0.58659
H -5.10350 -2.63021 -1.39939
C -3.00730 -0.74730 0.05727
O 5.38407 -1.88322 0.80635
O 2.22969 1.55118 1.58779
N -1.00861 0.25440 -0.72624
C -4.18093 -2.54009 -1.28095
H 5.08390 2.68308 -1.21374
S -2.25067 -0.23566 1.52394
H -4.76379 0.10081 -1.92836
H -4.66252 -1.51590 0.90892
H 0.06766 0.81067 2.23631
O 2.85207 1.80669 -1.09377
C 3.89669 -0.17753 -0.15301
H -6.27751 1.86463 2.06037
C 6.47223 -0.02775 -0.12929
C -5.89367 0.85180 1.39572
C -5.04638 -0.05464 -0.94673
H 7.12857 -3.18677 0.24818
H -6.16364 -0.77695 -1.20779
H -3.75857 -2.17270 -2.20294
N 0.13999 1.01716 1.37223
N -2.12361 -0.27483 -1.16140
C 5.12582 -0.71520 0.32312
C -4.32148 -1.29428 -0.27107
H 1.42262 0.43810 -1.05848
H -4.48547 1.72140 0.14029
H 0.90740 1.96915 -0.98257
C -0.81896 0.27667 0.64177
C 6.36968 1.06752 -0.53957
H -5.18711 0.19215 2.09179
C 1.30002 1.42430 0.79955
H 7.17664 -2.22970 1.87235
C 5.22588 1.57024 -0.84142
C 6.73167 -2.07137 1.00266
H 2.91325 -0.59935 0.32712
H -6.98201 0.26817 1.25087
C 1.62393 1.41688 -0.56571
H 7.37913 1.77298 -0.86257

energy relative to the best compared isomer or geometry (same formula, charge and spin): 1805.0 kJ/mol
frontier orbital gap: 6.62 eV
charge: 0
energy: -40379.8230 eV



Record 2
DFT (ωB97M-V/def2-TZVPD) results for C16H19N5O in the gas phase.

Positions of all 41 atoms, in Å:
C -5.33217 0.64171 0.46688
C -2.06628 -0.37514 1.05227
H -3.14014 1.31158 -1.82898
C 5.56313 0.94776 0.24084
H 2.91386 0.31474 -2.70699
H -2.45851 0.22747 1.87616
H -1.42436 0.26908 0.43503
H 0.40972 -0.32078 2.17699
C 2.88419 1.60665 0.44028
O 0.97937 -2.61793 -1.02919
C -0.71370 -2.37619 0.71642
C 5.09637 1.60288 1.36728
H 1.83542 1.85271 0.51839
H 0.14095 -1.81580 3.10376
N 0.67042 -0.56031 -0.35665
C 4.69184 0.62016 -0.78394
H -0.23023 -3.18594 1.27442
H -6.59307 2.28489 -0.00042
H -5.88423 0.20334 1.27327
H -1.49920 -2.83465 0.10760
N 1.83717 -1.83691 -1.75067
H 5.05663 0.10150 -1.65869
C -3.94931 1.23705 -1.13048
N -4.92625 2.12041 -1.14390
C 2.38372 0.56671 -1.78949
H 5.77608 1.85617 2.16748
H 6.60833 0.68748 0.16003
H 3.38415 2.43706 2.34501
C -0.35229 -0.96933 2.62723
C -3.25218 -0.87319 0.21758
C 3.75414 1.92954 1.46604
H -3.80343 -1.61763 0.79476
H -0.88505 -0.40617 3.39170
H -2.89626 -1.33430 -0.70592
H 1.67886 1.37956 -1.97276
C 1.63041 -0.62454 -1.32833
C 3.34849 0.95418 -0.69453
N -5.75658 1.75128 -0.17460
N -1.31406 -1.46523 1.66028
C 0.30845 -1.79670 -0.21028
C -4.14860 0.26658 -0.13009

energy relative to the best compared isomer or geometry (same formula, charge and spin): 250.3 kJ/mol
frontier orbital gap: 9.59 eV
charge: 0
energy: -26396.9482 eV



Record 3
DFT (ωB97M-V/def2-TZVPD) results for C16H19N5O5S in the gas phase.

Positions of all 46 atoms, in Å:
S 2.06436 3.02615 -1.72196
O 1.07036 -5.18487 -0.36391
H -1.67487 -1.48560 -1.85779
H 0.13576 3.84276 3.12958
N 0.30889 1.02746 -1.76403
C -0.07341 -0.27895 -1.60918
H 0.89130 2.57819 1.26141
C -0.08946 -4.84734 -0.97797
H 3.45245 0.78878 -1.05788
C 2.22939 -0.87661 -1.03449
H -1.21185 0.82059 1.01778
N 2.49846 0.48356 -1.20902
H 1.50954 -3.03827 -0.69262
O -0.11801 5.08139 -0.02733
H 1.86825 -6.94079 0.36229
C 0.50268 3.91243 -2.03338
H -1.01761 1.56744 4.71280
C -0.34890 -3.46323 -1.38020
H -2.78897 2.72168 0.70692
O 3.11493 -1.64563 -0.69676
C 0.18750 2.77233 3.32512
C -0.87881 -5.96101 -1.12724
C -1.15258 2.25201 3.86955
O -1.78483 1.51608 2.83000
C -1.71998 2.91324 0.83766
N -1.39424 -0.50487 -1.72733
N 0.65877 -2.62101 -1.07070
C -0.25890 4.09887 -0.72088
C 1.02063 -6.49975 -0.12453
N -1.08899 3.07420 -0.44884
H -1.58967 3.84598 1.38937
H -0.45796 -8.05738 -0.50909
C -1.09994 1.73269 1.61667
H 0.80619 4.88255 -2.42397
C 1.53882 1.36494 -1.56025
C -0.15251 -7.03343 -0.57019
C 0.86169 -1.24883 -1.27436
H 0.87387 1.05976 2.17833
C 0.35395 2.00419 2.01294
O -1.39835 -3.15253 -1.94136
H -1.80671 3.07101 4.18941
H -0.05853 3.34605 -2.77279
H -1.84853 -5.98702 -1.57881
H 1.00480 2.58801 4.01832
H -1.94481 0.21647 -2.16211
H -0.99416 2.23831 -1.01919

energy relative to the best compared isomer or geometry (same formula, charge and spin): 14.2 kJ/mol
frontier orbital gap: 8.24 eV
charge: 0
energy: -45425.1613 eV